16
Properties=species:S:1:pos:R:3:nbo_charge:R:1 method="wB97M-V/def2-TZVPD" homo_ev=-8.64 charge=0 gap_ev=9.3111 smiles=C[C@@H]1C[N@@H+]1[C@H]([O-])O largest_force_ev_per_a=1.441 total_energy_ha=-362.95461 lumo_energy_ev=0.67
N 1.086 -0.242 0.377 -0.4377
H -1.566 0.794 -0.131 0.2793
H 1.910 -0.778 0.107 0.4084
C -1.612 -0.278 -0.323 -0.6536
H -1.921 -0.464 -1.358 0.2193
H 0.117 1.299 -1.965 0.4790
H -0.063 -1.848 -0.514 0.2162
H -0.246 0.047 1.952 0.2476
C 0.231 -0.762 1.408 -0.2527
O 0.781 0.709 -1.602 -0.7974
C -0.285 -0.950 0.052 -0.0051
H 2.111 1.571 -0.304 0.0941
H -2.393 -0.705 0.330 0.2162
H 0.616 -1.608 1.952 0.2139
C 1.045 1.253 -0.274 0.5669
O 0.189 1.962 0.293 -0.7944